ORCA calculation (ωB97M-V/def2-TZVPD) on CH2I3P as an isolated structure at a distorted geometry.

The HOMO energy (alpha / beta) is -8.282 / -9.498 eV. The HOMO-LUMO gap (alpha / beta) is 7.341 / 7.658 eV. The relative energy (zero: lowest compared OMol25 entry of this formula, charge and spin) is 84.4 kJ/mol. As for the expectation value of S²: 2.0116.

Structure (ORCA input):
```
! wB97M-V def2-TZVPD RIJCOSX def2/J DEFGRID3
* xyz 0 3
C 0.5218 3.2593 -0.5791
P 0.6193 -0.0644 -0.6685
I 2.6167 3.3295 -1.0990
I -0.7440 3.9329 -2.0956
I 0.0606 3.8208 1.3823
H 1.9555 -0.6010 -0.3698
H 1.0246 0.0759 -2.1129
*
```

These are the Löwdin partial charges, in e, on atoms 1 to 4: atom 1 (C): -1.97, atom 2 (P): 0.52, atom 3 (I): 0.57, atom 4 (I): 0.65

=====

ORCA calculation (ωB97M-V/def2-TZVPD) on C16H32ClI2N2OP2Pr as an isolated structure at a distorted geometry.

The HOMO energy (alpha / beta) is -13.792 / -13.792 eV. The HOMO-LUMO gap (alpha / beta) is 3.654 / 3.094 eV. As for the expectation value of S²: 2.0240.

Structure (ORCA input):
```
! wB97M-V def2-TZVPD RIJCOSX def2/J DEFGRID3
* xyz 2 3
I -0.0091 2.8781 0.0590
I 0.0003 -2.8551 0.2733
Pr -0.0013 -0.0013 0.1234
P -2.5765 -0.0062 -0.2397
C -3.2856 0.0600 1.3614
C -3.0541 1.3819 -1.2072
H -4.0943 1.1836 -1.4371
H -4.1045 -1.2782 -1.3342
H -2.4578 1.4662 -2.1289
H -2.4727 -1.6184 -2.0110
H -2.9891 0.9756 1.8983
H -2.9413 2.3195 -0.6414
C -3.0640 -1.4621 -1.0951
H -4.3591 0.0567 1.1882
H -2.9509 -2.3549 -0.4608
H -2.9950 -0.8091 1.9722
P 2.5767 0.0047 -0.2423
C 3.2880 0.0847 1.3585
C 3.0726 -1.4445 -1.0936
H 2.4429 1.4846 -2.1272
H 4.0847 1.2015 -1.4469
H 2.9362 2.3343 -0.6409
C 3.0465 1.3987 -1.2098
H 2.4892 -1.6009 -2.0140
H 4.1153 -1.2586 -1.3250
H 4.3580 0.0860 1.1872
H 3.0003 -0.7860 1.9727
H 2.9577 -2.3396 -0.4622
H 2.9882 0.9951 1.8949
Cl -0.0017 -0.0975 -2.5570
C -3.0564 -2.5208 7.7379
C -1.6979 -1.9260 8.1131
N -1.2587 -0.8297 7.1505
C -1.3423 0.5274 7.7024
C -0.2541 0.7946 8.7573
C -0.9456 -1.1986 5.8597
O -1.0996 -2.3883 5.4791
C -0.3457 -0.2361 4.8156
C 0.4123 0.8217 5.2045
C 0.9779 1.6882 4.2662
C 0.7582 1.3489 2.9529
N 0.0933 0.3229 2.5528
C -0.4496 -0.4877 3.4644
H -3.7979 -1.7218 7.7330
H -3.3193 -3.2443 8.4892
H -3.0301 -2.9983 6.7681
H -1.7965 -1.4956 9.1018
H -0.9092 -2.6862 8.1508
H -1.2954 1.2629 6.8869
H -2.3263 0.6675 8.1425
H 0.7473 0.6414 8.3508
H -0.3452 1.8164 9.0914
H -0.3729 0.1337 9.6161
H 0.6504 1.0757 6.2558
H 1.5654 2.5426 4.5677
H 1.2634 2.1104 2.2176
H -1.0234 -1.4122 3.0702
*
```

These are the Löwdin partial charges, in e, on atoms 1 to 4: atom 1 (I): 0.66, atom 2 (I): 0.60, atom 3 (Pr): -0.90, atom 4 (P): 0.71

=====

ORCA calculation (ωB97M-V/def2-TZVPD) on one molecule with the formula C4H7NO at a distorted geometry.

The HOMO energy (alpha / beta) is -7.198 / -7.201 eV. The HOMO-LUMO gap (alpha / beta) is 7.245 / 7.249 eV. The relative energy (zero: lowest compared OMol25 entry of this formula, charge and spin) is 451.9 kJ/mol.

Structure (ORCA input):
```
! wB97M-V def2-TZVPD RIJCOSX def2/J DEFGRID3
* xyz 0 1
O 2.9879 -1.6722 -0.2055
C 2.0948 -0.9265 -0.1403
N 1.1953 -0.1838 0.2875
C 0.3202 0.4154 -0.7160
C -1.1854 0.4180 0.9916
C -1.1154 -0.0427 -0.4339
H 0.8059 0.0455 -1.6244
H 0.5725 -0.0145 1.3359
H 0.3686 1.5085 -0.6161
H -1.4149 -0.2815 1.7686
H -1.6271 1.4171 1.1023
H -1.7875 0.4447 -1.1673
H -1.2148 -1.1279 -0.5825
*
```

These are the Löwdin partial charges, in e, on atoms 1 to 4: atom 1 (O): 0.20, atom 2 (C): -0.25, atom 3 (N): -0.01, atom 4 (C): -0.22

=====

ORCA calculation (ωB97M-V/def2-TZVPD) on one molecule with the formula C3H5ClOS at a distorted geometry.

As for the structure (SMILES): CSC(=O)CCl. The HOMO energy is -9.825 eV. The HOMO-LUMO gap is 10.337 eV. The relative energy (zero: lowest compared OMol25 entry of this formula, charge and spin) is 171.2 kJ/mol.

Structure (ORCA input):
```
! wB97M-V def2-TZVPD RIJCOSX def2/J DEFGRID3
* xyz 0 1
C -0.8710 -2.5879 0.5520
S -0.3496 -1.7197 -0.8215
C -0.1121 -0.2210 0.1008
O 0.2229 -0.1698 1.2518
C 0.0968 1.2447 -0.6380
Cl 0.7654 2.5890 0.1605
H -1.6922 -1.9946 1.0384
H -1.4929 -3.5954 0.4656
H -0.2362 -2.8528 1.3752
H -0.9377 1.7083 -0.7797
H 0.4747 0.9798 -1.7875
*
```

These are the Löwdin partial charges, in e, on atoms 1 to 4: atom 1 (C): -0.51, atom 2 (S): 0.91, atom 3 (C): -0.73, atom 4 (O): -0.01

=====

ORCA calculation (ωB97M-V/def2-TZVPD) on C3H5CoO3 as an isolated structure at a distorted geometry.

The HOMO energy (alpha / beta) is -11.872 / -16.011 eV. The HOMO-LUMO gap (alpha / beta) is 8.504 / 7.047 eV. The relative energy (zero: lowest compared OMol25 entry of this formula, charge and spin) is 0.0 kJ/mol. As for the expectation value of S²: 8.7626.

Structure (ORCA input):
```
! wB97M-V def2-TZVPD RIJCOSX def2/J DEFGRID3
* xyz 1 6
H -4.4597 -0.9773 -0.2379
O -1.0524 -0.7126 -1.1897
C -0.6711 0.2576 -0.4991
C -3.1948 -0.7764 -0.4957
O 0.4631 0.8082 -0.5161
O -1.5966 0.8853 0.2324
C -2.6900 0.0645 0.6698
Co 1.6287 0.8520 -1.8395
H -2.9714 -1.8418 -0.3645
H -3.4564 -0.1635 -1.3669
H -2.3231 -0.5712 1.4842
H -3.4538 0.7631 1.0273
*
```

These are the Löwdin partial charges, in e, on atoms 1 to 4: atom 1 (H): 0.24, atom 2 (O): 0.21, atom 3 (C): -0.63, atom 4 (C): -0.02

=====

ORCA calculation (ωB97M-V/def2-TZVPD) on one molecule with the formula C6H10ClN at a distorted geometry.

The HOMO energy is -6.802 eV. The HOMO-LUMO gap is 7.527 eV. The relative energy (zero: lowest compared OMol25 entry of this formula, charge and spin) is 563.0 kJ/mol.

Structure (ORCA input):
```
! wB97M-V def2-TZVPD RIJCOSX def2/J DEFGRID3
* xyz 0 1
C 0.5303 -1.5406 0.5871
C -1.5663 -0.5261 0.0796
C 1.0500 -0.2554 0.0217
C 0.2440 0.9720 0.2959
C 1.1653 -2.7754 -0.0766
C -2.0418 1.8609 0.1011
N -1.1989 0.6597 0.1470
Cl -3.2049 -0.8431 0.0399
H 2.0382 -0.1219 0.3876
H 1.1759 -0.1773 -1.0863
H 0.3746 1.2934 1.3177
H 0.4383 1.6133 -0.5184
H 1.6922 -2.6448 -1.0036
H 0.5440 -3.5719 -0.1480
H 1.8849 -2.9321 0.6894
H -1.8837 2.3456 -0.9398
H -2.9940 1.4566 0.1746
H -1.6599 2.4275 0.8923
*
```

These are the Löwdin partial charges, in e, on atoms 1 to 4: atom 1 (C): -0.04, atom 2 (C): -0.57, atom 3 (C): -0.32, atom 4 (C): -0.17